# 1
12
Properties=species:S:1:pos:R:3:forces:R:3:lowdin_charge:R:1 method="wB97M-V/def2-TZVPD" e_homo_ha="0.0219 / -0.1211" largest_force_ev_per_a=5.77 total_charge=-1 e_above_lowest_kcal_mol=43.6 energy_ev=-6758.9516 multiplicity=2 s2=0.753 lumo_energy_ev="4.282 / 4.104"
O -2.787 0.004 -0.915 -0.4254 0.3983 0.1591 -0.232
N 0.646 -0.601 0.080 2.1890 2.9949 1.8351 -0.148
C -0.721 -0.041 0.307 -0.5687 -0.7290 1.4153 -0.381
C -1.716 -0.594 -0.590 -0.6364 -1.9983 -2.1661 -0.539
C 1.673 0.563 0.327 -3.4767 0.2536 -4.6011 -0.173
H 1.125 1.579 -0.276 1.9092 -2.4728 1.9492 0.123
H 1.959 0.785 1.302 0.0820 0.2940 1.7805 0.005
H -1.680 -1.749 -0.794 0.2386 1.4957 0.5703 0.080
H -0.915 1.089 0.366 0.9120 -1.3655 -0.3039 0.108
H 0.946 -0.831 -0.868 -1.5371 0.0287 -0.2280 0.036
H -1.045 -0.459 1.348 0.8136 0.7631 -0.6032 0.094
H 2.514 0.256 -0.287 0.4999 0.3374 0.1928 0.027


# 2
79
Properties=species:S:1:pos:R:3:forces:R:3:lowdin_charge:R:1 method="wB97M-V/def2-TZVPD" e_homo_ha="0.0928 / -0.0745" largest_force_ev_per_a=4.70 total_charge=-2 energy_ev=-80978.7295 multiplicity=5 s2=6.096 lumo_energy_ev="3.914 / 3.811"
Fe 3.963 1.493 -3.303 -0.1250 -0.2787 0.8428 -0.106
O -2.769 -0.278 0.464 -3.6797 1.9976 -1.6996 0.063
O -4.638 1.313 -3.360 -0.9184 1.1990 0.0555 -0.093
O -1.596 -2.171 -0.135 -1.0722 -0.9668 -0.0966 -0.040
N -1.048 0.109 2.633 -1.8935 1.4877 -2.5496 0.102
C -2.375 2.261 -3.329 -0.8266 -0.2662 -0.0876 -0.034
C -2.311 -4.291 -1.020 0.2470 -0.2817 -0.3461 -0.047
C 5.518 0.783 -2.143 -0.0257 -0.5829 -1.1800 -0.173
C 0.882 0.473 -3.009 0.6088 -1.0142 0.0602 -0.002
C 0.291 1.275 5.877 -1.6812 2.2111 -0.5333 -0.045
C -1.279 2.260 4.309 -0.1817 0.4577 0.1178 -0.040
C -0.415 1.201 4.653 -0.2085 -0.1135 -0.1610 -0.136
C 0.640 -2.049 2.881 2.8670 0.5316 -1.9172 -0.119
C 3.165 3.338 -3.860 -0.3341 -0.2685 0.1070 -0.151
C -0.313 0.110 3.699 3.2013 -2.4636 2.3950 -0.213
C 1.294 -1.258 5.049 2.1385 -3.4145 1.6549 -0.055
C -2.583 -3.791 1.403 0.0650 -0.2038 0.6805 -0.034
C -2.782 -0.137 -3.230 -0.4723 0.4668 -0.1186 -0.015
C -1.437 -0.367 -3.151 0.7041 0.1446 -0.0117 -0.025
C -0.747 3.417 6.358 0.1268 -0.0473 0.1776 -0.138
C 0.115 2.362 6.712 -0.2096 0.6702 0.2109 -0.108
C 2.311 2.263 -4.277 -0.3776 -0.1148 0.6951 -0.112
C 1.906 1.496 -3.094 1.1509 2.0586 -0.0565 -0.295
C 6.034 1.331 -3.375 -0.7046 -0.9708 -0.0300 -0.189
C 3.326 3.266 -2.440 -0.5624 -0.3880 -0.1372 -0.148
C 2.587 2.130 -1.957 -0.6668 0.4041 -0.7803 -0.105
C 1.103 -3.336 3.138 0.6209 -0.7613 0.4428 -0.100
C -3.291 1.179 -3.313 1.4180 0.1017 0.0818 -0.283
C 4.593 -0.278 -2.476 0.9406 0.4314 -0.8769 -0.165
C -4.008 -2.622 -0.276 -0.9366 0.2955 -0.1015 -0.046
C -5.124 2.682 -3.259 0.5860 -1.0351 -0.0341 -0.070
C -1.020 2.025 -3.274 0.6905 -0.4346 -0.0089 -0.012
C 1.803 -3.522 4.314 -0.1473 -1.7482 0.1901 -0.152
C -0.475 0.702 -3.170 -1.4707 0.6117 0.0050 -0.222
C 1.940 -2.499 5.251 -0.4040 1.6086 0.2325 -0.101
C -1.864 -1.031 0.633 2.1974 -0.3285 0.2916 -0.578
C -1.436 3.358 5.144 0.2003 -0.2058 0.1574 -0.117
C 0.558 -1.069 3.925 -2.2203 3.0635 -2.0884 -0.131
C -1.018 -0.804 1.699 0.9145 -2.5581 0.5502 -0.110
C -2.658 -3.226 0.004 1.0707 0.7875 -0.3256 -0.588
C 5.429 0.612 -4.473 -0.1157 -0.2682 1.0702 -0.198
C 4.538 -0.386 -3.918 0.8676 0.6832 0.5280 -0.180
H -1.810 2.209 3.361 0.1807 -0.0828 0.1720 0.102
H -1.581 -4.200 1.614 -0.3028 0.2018 -0.0863 0.083
H -4.789 3.250 -4.137 -0.1376 0.0085 0.2342 0.085
H -1.063 -1.386 -3.056 -0.1295 0.1888 0.0294 0.109
H 1.958 2.098 -5.301 0.2641 -0.1250 0.5479 0.119
H -0.211 -1.775 1.805 -4.4819 1.2837 0.3257 0.083
H 6.803 2.097 -3.457 -0.3825 -0.0760 -0.0171 0.047
H 0.871 -1.624 1.812 2.1305 -0.9506 2.2475 0.163
H -3.496 -0.956 -3.216 0.1146 0.0888 0.0476 0.105
H 2.521 -2.656 6.155 -0.0049 0.0136 -0.1249 0.083
H -4.800 -3.377 -0.180 0.1849 -0.0789 -0.0857 0.084
H -2.340 -3.890 -2.045 -0.0153 -0.0257 0.3309 0.081
H 3.852 3.978 -1.808 0.1175 -0.3432 -0.2630 0.107
H -1.303 -4.698 -0.847 -0.2711 0.1730 0.0063 0.085
H 5.649 0.756 -5.528 -0.1652 0.0692 0.2825 0.036
H -4.227 -1.812 0.431 0.0228 -0.3226 -0.3072 0.081
H 3.969 -1.122 -4.480 0.0371 0.3189 0.1393 0.077
H -2.807 -3.017 2.152 0.1357 -0.2048 -0.2207 0.098
H -4.738 3.129 -2.333 -0.1333 0.0207 -0.2518 0.096
H -3.312 -4.605 1.531 0.0992 0.1579 -0.0763 0.084
H 2.448 1.869 -0.904 0.1960 -0.1271 -0.5587 0.128
H -4.054 -2.192 -1.290 0.0782 -0.1485 0.3725 0.080
H 2.256 -4.517 4.523 -0.4005 0.7771 -0.1531 0.095
H 0.950 0.525 6.117 0.4807 0.3633 1.1246 0.019
H -0.871 4.283 7.017 0.0819 -0.3303 -0.1868 0.080
H -0.317 2.860 -3.268 -0.2471 -0.1705 0.0025 0.115
H 4.082 -0.921 -1.766 -0.0657 0.3102 -0.1713 0.099
H -2.085 4.182 4.849 0.0774 -0.1819 0.0368 0.089
H -6.213 2.638 -3.230 0.1299 -0.1397 -0.0290 0.081
H 3.569 4.098 -4.522 0.1122 -0.2659 0.1921 0.101
H 1.172 -0.533 -2.718 0.0569 0.0489 -0.0882 0.112
H 5.825 1.068 -1.141 -0.2556 0.0875 -0.2608 0.088
H 1.375 -0.513 5.800 0.6636 -1.3822 -0.2763 0.045
H -3.029 -5.128 -0.959 0.1917 0.3094 0.0131 0.084
H 1.008 -4.168 2.430 0.2503 0.5661 0.0073 0.103
H 0.661 2.431 7.662 -0.1632 -0.1290 -0.3927 0.092
H -2.731 3.293 -3.377 0.1693 -0.4000 0.0316 0.095